This record from the OMol25 dataset describes one molecule with the formula C4H6SSi in a non-equilibrium geometry. The level of theory is the ωB97M-V functional and the def2-TZVPD basis.

Multiplicity: 1
SMILES: [SiH3]c1ccsc1
Orbital gap: 10.0 eV

Geometry as XYZ:
```
12
C4H6SSi, DFT the ωB97M-V functional and the def2-TZVPD basis
Si 0.96934 0.11912 1.09851
H -2.96987 -0.55261 -1.86354
H -2.14906 0.04139 0.14822
H 0.18579 -0.75759 2.14068
S -0.62522 -0.68251 -2.95862
H 1.02459 1.56863 1.66517
C -1.91640 -0.50182 -1.79380
H 2.29761 -0.41381 0.94288
H 1.50914 -0.64093 -1.88689
C -1.46070 -0.26932 -0.56537
C 0.55752 -0.29712 -1.78257
C -0.00942 -0.05740 -0.54049
```



This record from the OMol25 dataset describes C4H7AuO2 as an isolated structure in a non-equilibrium geometry. The level of theory is the ωB97M-V functional and the def2-TZVPD basis.

⟨S²⟩: 2.016
Multiplicity: 3
Orbital gap (alpha / beta): 8.9 / 7.8 eV
Total charge: +2

Geometry as XYZ:
```
14
C4H7AuO2, DFT the ωB97M-V functional and the def2-TZVPD basis
C -1.12048 -1.00592 -0.30868
Au 0.99318 0.40970 2.16377
H -0.99444 1.08915 -1.14222
H -0.45679 -1.87260 -0.21468
H 1.54153 -0.55623 -0.53493
O -0.67128 -0.19533 1.94276
H 2.13324 0.48442 0.92862
C 0.95285 0.34787 -0.72573
C -0.41568 0.27048 -0.70992
H -2.01092 -1.20528 -0.91711
O 1.54873 1.39932 -1.34943
H -2.53207 -0.11933 1.15885
C -1.47369 -0.38072 0.99371
H 2.50583 1.33447 -1.28501
```



This record from the OMol25 dataset describes a 2-piece molecular cluster, C4H7BO2 overall in a non-equilibrium geometry. The level of theory is the ωB97M-V functional and the def2-TZVPD basis.

Multiplicity: 1
Orbital gap (alpha / beta): 7.3 / 7.3 eV

Geometry as XYZ:
```
14
C4H7BO2, DFT the ωB97M-V functional and the def2-TZVPD basis
C -0.67287 -0.96112 -0.66138
H -0.64958 1.98484 0.98304
O 2.63085 -1.90595 0.90315
H -1.61013 0.12844 -1.96033
B 0.10013 0.05064 0.26042
H -0.74551 -1.89725 -0.00472
C 0.15849 1.60397 0.29698
O -3.05472 -0.47397 -0.66414
C -1.94340 -0.37263 -1.10240
H -0.14760 1.95087 -0.82290
H 1.09244 2.19965 0.67052
H 2.47085 -0.24742 2.20920
C 2.26676 -0.85856 1.30279
H 0.10430 -1.20151 -1.41023
```



This record from the OMol25 dataset describes a 2-piece molecular cluster, C4H7Br overall. The level of theory is the ωB97M-V functional and the def2-TZVPD basis.

Multiplicity: 1
SMILES: C=C1CC1.Br
Orbital gap: 10.9 eV

Geometry as XYZ:
```
12
C4H7Br, DFT the ωB97M-V functional and the def2-TZVPD basis
H 1.78228 -0.95917 -1.35348
H 0.87000 -1.15545 1.62781
H 2.35287 -0.29394 1.05498
Br -4.16177 0.04083 0.00051
C 0.51737 0.25539 -0.01940
H -0.29976 2.05610 0.65149
C 1.00750 -0.99455 -0.60260
C -0.19590 1.34544 -0.14987
H 0.30411 -1.80081 -0.75194
H -2.84909 0.51441 -0.19597
C 1.34412 -0.60685 0.82556
H -0.67175 1.59858 -1.08710
```



This record from the OMol25 dataset describes a 2-piece molecular cluster, C4H7Br overall in a non-equilibrium geometry. The level of theory is the ωB97M-V functional and the def2-TZVPD basis.

⟨S²⟩: 2.008
Multiplicity: 3
Orbital gap (alpha / beta): 5.8 / 6.0 eV

Geometry as XYZ:
```
12
C4H7Br, DFT the ωB97M-V functional and the def2-TZVPD basis
H -0.67446 2.08555 -0.31168
H 0.97731 1.33643 -0.20165
H 0.27582 -1.76058 1.27636
H -0.00880 1.80533 1.19363
C -0.61956 -0.01485 0.15091
H 0.99124 -0.36514 -1.82253
Br -0.95428 -2.32359 -1.68796
H 1.26510 -0.35446 1.05844
H -1.68444 0.03647 0.29674
C 0.07907 -0.93167 -0.81734
C 0.42597 -0.93734 0.70289
C -0.07297 1.42384 0.16219
```



This record from the OMol25 dataset describes C4H7Br2NO3 as an isolated structure in a non-equilibrium geometry. The level of theory is the ωB97M-V functional and the def2-TZVPD basis.

Multiplicity: 1
Orbital gap: 9.9 eV

Geometry as XYZ:
```
17
C4H7Br2NO3, DFT the ωB97M-V functional and the def2-TZVPD basis
N -0.68069 -1.95736 -1.70353
H -0.83510 0.62830 1.47807
O -0.78111 -1.61324 -2.84501
H 1.27796 1.88879 2.42638
C 0.34843 -0.05997 -0.26377
H 0.43108 -0.27321 1.94545
H 1.06400 -0.94119 -0.35428
H 2.19733 1.31077 1.17922
C -1.05298 -1.02389 -0.64513
O -0.24964 -3.01384 -1.29278
H -0.21281 1.51904 -1.46820
O 0.56169 0.90429 -1.14016
Br -2.33429 0.21932 -1.46300
C 1.15896 1.60980 1.41404
H 0.82763 2.38573 0.77013
C 0.18146 0.40235 1.21300
Br -1.90192 -1.98569 0.74956
```



In eV, the energy values for the records above are, in order, -22956.615, -12022.748, -9027.983, -74301.991, -74295.717, -151974.542.
In kJ/mol, the energy relative to the best compared isomer or geometry (same formula, charge and spin) values for the records above are, in order, 15.54, 43.31, 610.72, 158.49, 281.22, 71.14.